No. 1
The following is a quantum chemistry calculation of C4H4O5Tb as an isolated structure at a distorted geometry, from OMol25.

Last column: Mulliken charge in e.
Element x y z (Å)
O1 0.86061 1.10016 2.68873  -0.27
C1 -0.43433 0.86758 2.91226  0.62
C2 1.15546 0.75888 1.31116  -0.45
O2 -1.01818 1.22001 3.90784  -0.47
O3 -0.99643 0.23939 1.88791  -0.25
C3 0.05353 -0.22313 0.96132  -0.49
H1 2.16027 0.32558 1.25893  0.34
H2 1.12968 1.69752 0.73839  0.30
H3 0.35024 -1.21179 1.35574  0.33
O4 -0.00071 -0.31407 -3.62531  -0.48
C4 -1.04281 -0.99772 -4.03486  0.05
O5 -1.53071 -1.73354 -3.13807  -0.53
H4 -0.04607 -1.19317 -4.80606  0.42
Tb1 -0.64056 -0.53569 -1.41799  1.90

Output
spin multiplicity	7
expectation value of S²	12.766
electronic energy	-1355.0067	a.u.
molecular weight	291.0	g mol⁻¹
HOMO energy (spin up / spin down)	-13.560 / -13.591	eV
largest force on an atom	5.451	eV/A
net charge	+1
LUMO energy (spin up / spin down)	-7.805 / -5.447	eV

=====

No. 2
The following is a quantum chemistry calculation of C10H18ClIN2O2PSc as an isolated structure at a distorted geometry, from OMol25.

Last column: Mulliken charge in e.
Element x y z (Å)
C1 1.98099 1.29995 -0.39052  -1.10
C2 0.62045 1.42391 -0.96344  0.62
H1 1.99042 1.73627 0.61831  0.31
H2 2.74061 1.79215 -1.00134  0.34
H3 2.22335 0.22627 -0.30329  0.32
O1 -0.19158 0.56202 -0.52742  -0.42
I1 -1.91634 1.32207 -2.29368  -0.43
Sc1 -0.64193 -2.36836 0.89160  0.24
P1 0.24401 2.81524 -2.06964  0.65
C3 -0.82819 3.85839 -1.02545  -1.20
C4 1.68703 3.99522 -2.00564  -1.44
H4 1.50073 1.75980 -3.84831  0.38
H5 0.56088 3.23061 -4.37805  0.37
H6 -0.23476 1.63764 -4.20770  0.54
C5 0.54340 2.29626 -3.80104  -1.24
H7 2.57786 3.55942 -2.48326  0.44
H8 1.38554 4.88461 -2.58702  0.44
H9 -1.01438 4.76853 -1.61577  0.38
H10 -0.30160 4.08777 -0.08317  0.40
H11 1.93874 4.32077 -0.98619  0.41
H12 -1.77585 3.33032 -0.78428  0.46
C6 -2.21089 -0.67919 1.37080  0.37
O2 -2.81787 0.30447 1.50243  -0.03
Cl1 0.75621 -2.97399 -0.81189  -0.26
C7 -1.60950 -4.19089 1.75976  -0.87
C8 -0.55406 -3.75385 2.77643  0.46
N1 0.27753 -2.69179 2.70058  -0.08
C9 1.09945 -2.74233 3.84327  -0.30
C10 0.81380 -3.88708 4.52082  -0.25
N2 -0.18573 -4.52427 3.80100  0.01
H13 -1.19095 -4.85662 0.97250  0.47
H14 -2.37171 -4.71635 2.35527  0.47
H15 -2.27552 -3.38755 1.24754  0.45
H16 1.80067 -1.94641 4.04306  0.43
H17 1.25527 -4.30432 5.42151  0.40
H18 -0.63870 -5.39923 4.07476  0.26

Output
electronic energy	-2511.1834	a.u.
molecular weight	436.6	g mol⁻¹
HOMO energy (spin up / spin down)	-12.447 / -12.440	eV
largest force on an atom	6.658	eV/A
net charge	+2
LUMO energy (spin up / spin down)	-8.914 / -8.918	eV

=====

No. 3
The following is a quantum chemistry calculation of a 2-piece molecular cluster, C3H9N3O2 overall, from OMol25.

Last column: Mulliken charge in e.
Element x y z (Å)
C1 -0.26501 -0.39688 -0.97667  -0.45
C2 0.48767 1.98449 0.71917  -1.05
N1 0.36608 -0.50225 0.24481  0.71
C3 0.71735 0.56421 1.13349  0.63
N2 0.40206 -1.81252 0.78287  -0.80
N3 -0.49507 -1.53190 -1.62684  -0.21
O1 -0.19703 0.73124 -1.69039  -0.49
O2 1.16572 0.24705 2.21182  -0.58
H1 -1.17186 0.99129 -1.29784  0.06
H2 -1.98614 0.40309 -0.46514  0.21
H3 1.35990 -1.99654 1.06467  0.24
H4 -0.15194 -1.80698 1.63631  0.24
H5 -0.49931 -2.39465 -1.10254  0.26
H6 -0.98541 -1.45299 -2.50193  0.25
H7 0.99310 2.21860 -0.21492  0.32
H8 -0.58267 2.13651 0.55481  0.32
H9 0.84258 2.61822 1.52832  0.33

Output
electronic energy	-434.3427	a.u.
molecular weight	119.1	g mol⁻¹
HOMO energy	-7.723	eV
largest force on an atom	0.424	eV/A
LUMO energy	0.733	eV